C20H36Cl12O6 | ωB97M-V with the def2-TZVPD basis set

Computed properties:
**Energy above the lowest of the compared OMol25 structures with the same formula, charge and spin**: 2639.9 kJ/mol
**Molar mass**: 797.94 g/mol
**Orbital gap**: 8.44 eV
**E_tot**: -6756.4417 a.u.
**F_max**: 0.227 hartree/bohr

Cartesian coordinates (Å):
C: -17.133 9.649 -2.481
C: -17.756 8.309 -2.834
C: -18.934 8.321 -3.791
O: -18.681 7.173 -4.649
C: -17.422 6.790 -4.516
O: -16.929 5.825 -5.010
O: -16.824 7.462 -3.523
H: -16.129 9.508 -2.083
H: -17.815 10.065 -1.740
H: -17.003 10.290 -3.353
H: -17.962 7.689 -1.962
H: -18.933 9.294 -4.284
H: -19.867 8.087 -3.279
C: -12.549 10.624 -8.739
C: -13.480 9.574 -8.087
C: -14.908 9.508 -8.685
O: -15.052 8.135 -8.904
C: -13.806 7.494 -8.920
O: -13.607 6.316 -9.284
O: -12.873 8.400 -8.537
H: -12.975 11.624 -8.654
H: -12.403 10.449 -9.805
H: -11.557 10.698 -8.294
H: -13.497 9.599 -6.998
H: -14.950 10.114 -9.590
H: -15.623 9.998 -8.024
Cl: -19.269 12.086 -7.424
C: -18.775 13.009 -5.962
C: -17.642 13.919 -6.259
Cl: -16.169 13.078 -6.925
H: -18.515 12.273 -5.201
H: -19.671 13.525 -5.619
H: -17.348 14.363 -5.308
H: -18.020 14.679 -6.943
Cl: -14.735 8.174 -6.782
C: -14.833 8.997 -5.203
C: -14.512 7.964 -4.093
Cl: -14.641 8.693 -2.493
H: -15.805 9.487 -5.150
H: -14.091 9.792 -5.264
H: -13.480 7.642 -4.232
H: -15.175 7.103 -4.181
Cl: -19.846 5.418 -5.516
C: -18.334 5.191 -6.373
C: -17.974 6.531 -7.094
Cl: -16.339 6.440 -7.665
H: -18.652 4.412 -7.066
H: -17.600 4.870 -5.634
H: -18.034 7.298 -6.323
H: -18.688 6.872 -7.844
Cl: -14.936 14.217 -10.103
C: -16.465 13.422 -10.566
C: -17.139 12.701 -9.399
Cl: -16.141 11.347 -8.728
H: -16.301 12.642 -11.309
H: -17.117 14.180 -10.999
H: -18.087 12.216 -9.628
H: -17.413 13.346 -8.565
Cl: -17.661 10.050 -5.328
C: -17.089 10.243 -6.998
C: -17.178 8.949 -7.876
Cl: -18.914 8.431 -8.003
H: -16.168 10.826 -6.985
H: -17.729 10.959 -7.515
H: -16.665 8.119 -7.392
H: -16.699 9.104 -8.844
Cl: -22.314 7.454 -11.602
C: -21.758 8.392 -10.155
C: -20.474 7.745 -9.608
Cl: -19.030 7.926 -10.688
H: -22.585 8.470 -9.448
H: -21.517 9.396 -10.504
H: -20.616 6.676 -9.450
H: -20.176 8.275 -8.704

=====

C20H36Cl18F6HgNO4S2 | ωB97M-V with the def2-TZVPD basis set

Computed properties:
**2S+1**: 2
**Molar mass**: 1371.38 g/mol
**Orbital gap (alpha / beta)**: 5.04 / 3.11 eV
**E_tot**: -10970.9857 a.u.
**F_max**: 0.121 hartree/bohr
**Charge**: +2

Cartesian coordinates (Å):
Hg: -2.548 0.082 -2.337
C: 0.230 1.406 0.730
F: 1.118 2.295 1.136
F: 0.626 0.213 1.168
F: -0.964 1.727 1.246
S: 0.201 1.307 -1.252
O: -0.912 2.188 -1.593
O: 1.462 1.748 -1.774
N: -0.444 -0.265 -1.696
S: 0.916 -1.020 -1.986
O: 1.494 -0.809 -3.280
O: 1.938 -0.928 -0.903
C: 0.287 -2.817 -1.962
F: -0.723 -2.933 -2.862
F: 1.334 -3.586 -2.281
F: -0.092 -3.169 -0.680
Cl: 3.038 0.157 3.016
C: 4.194 0.064 1.660
C: 4.544 1.409 0.940
Cl: 4.945 2.642 2.142
H: 3.812 -0.623 0.905
H: 5.096 -0.420 2.033
H: 3.739 1.856 0.356
H: 5.426 1.221 0.328
Cl: 5.013 -0.011 -2.417
C: 4.927 -1.724 -3.030
C: 5.096 -2.745 -1.861
Cl: 4.692 -4.403 -2.427
H: 5.578 -1.821 -3.898
H: 3.892 -1.807 -3.362
H: 4.520 -2.587 -0.949
H: 6.160 -2.709 -1.631
Cl: -3.695 -2.189 -0.963
C: -4.071 -3.109 0.494
C: -2.849 -3.385 1.420
Cl: -2.088 -1.807 1.887
H: -4.575 -4.040 0.235
H: -4.858 -2.536 0.984
H: -2.112 -4.090 1.037
H: -3.095 -3.857 2.371
Cl: 1.084 2.575 6.495
C: 0.350 2.757 4.888
C: 0.871 4.000 4.184
Cl: 2.665 4.049 3.969
H: -0.726 2.933 4.905
H: 0.628 1.890 4.288
H: 0.467 4.900 4.647
H: 0.463 4.017 3.173
Cl: -1.293 1.417 -4.536
C: 0.051 1.288 -5.731
C: 1.212 2.229 -5.188
Cl: 0.745 3.945 -5.180
H: -0.319 1.626 -6.699
H: 0.453 0.295 -5.935
H: 2.127 2.151 -5.776
H: 1.498 1.927 -4.181
Cl: 2.794 -3.377 1.598
C: 1.349 -2.959 2.627
C: 0.777 -4.182 3.328
Cl: 0.050 -5.389 2.092
H: 0.577 -2.612 1.940
H: 1.569 -2.107 3.271
H: 0.027 -3.989 4.096
H: 1.567 -4.673 3.897
Cl: -2.622 -1.364 -4.523
C: -3.364 -2.147 -5.864
C: -4.870 -2.082 -5.974
Cl: -5.710 -2.628 -4.521
H: -2.839 -3.102 -5.823
H: -3.020 -1.552 -6.709
H: -5.292 -2.576 -6.849
H: -5.103 -1.018 -5.954
Cl: -0.699 -1.113 5.285
C: -1.890 0.067 5.743
C: -2.672 0.726 4.566
Cl: -3.693 2.030 5.262
H: -1.446 0.834 6.378
H: -2.687 -0.411 6.312
H: -3.343 0.049 4.036
H: -1.972 1.216 3.888
Cl: -2.099 5.390 2.979
C: -2.462 5.844 1.321
C: -2.315 4.579 0.540
Cl: -2.569 4.728 -1.235
H: -1.764 6.609 0.979
H: -3.461 6.277 1.373
H: -3.016 3.856 0.958
H: -1.328 4.151 0.717

=====

C20H36ClFNO3Si | ωB97M-V with the def2-TZVPD basis set

Computed properties:
**Molar mass**: 421.05 g/mol
**Orbital gap**: 9.51 eV
**E_tot**: -1913.4569 a.u.
**F_max**: 0.012 hartree/bohr
**Charge**: +1

Cartesian coordinates (Å):
C: 4.002 0.949 4.180
C: 2.826 0.698 5.150
C: 1.501 1.140 4.548
F: 0.554 1.394 5.548
Si: 0.718 -0.047 3.269
C: 0.460 0.998 1.696
O: 0.313 0.200 0.503
C: 0.373 0.900 -0.672
C: -0.354 2.085 -0.791
C: -0.435 2.786 -1.994
C: -1.195 4.086 -2.066
C: 0.214 2.252 -3.098
C: 0.943 1.076 -2.972
C: 1.062 0.377 -1.775
C: 1.888 -0.897 -1.777
C: 2.818 -1.077 -0.560
C: 0.977 -2.126 -2.022
C: 1.731 -1.609 2.938
C: 1.749 -2.669 4.022
O: 2.315 -3.707 3.939
Cl: 0.827 -2.301 5.511
H: 4.482 0.016 3.885
H: 4.761 1.573 4.649
H: 3.675 1.471 3.276
H: 2.815 -0.344 5.466
H: 2.969 1.287 6.059
H: 1.688 2.095 4.040
H: -0.620 -0.457 3.732
H: 1.306 1.681 1.563
H: -0.439 1.597 1.874
H: -0.876 2.483 0.072
H: -2.154 4.017 -1.548
H: -0.633 4.883 -1.576
H: -1.359 4.388 -3.098
H: 0.186 2.768 -4.050
H: 1.465 0.701 -3.846
H: 2.539 -0.816 -2.648
H: 2.805 -0.216 0.106
H: 3.846 -1.208 -0.895
H: 2.545 -1.964 0.007
H: -0.005 -1.824 -2.386
H: 1.409 -2.792 -2.769
H: 0.839 -2.703 -1.106
H: 2.785 -1.367 2.770
H: 1.376 -2.130 2.048
C: -2.400 -1.378 -0.825
C: -3.296 -0.270 -1.346
C: -4.448 -0.728 -2.238
O: -3.956 -1.134 -3.497
C: -3.795 -2.542 -3.698
N: -2.450 0.633 -2.213
H: -1.827 -1.830 -1.634
H: -1.691 -0.967 -0.104
H: -2.972 -2.162 -0.334
H: -3.670 0.338 -0.522
H: -5.129 0.110 -2.417
H: -5.018 -1.517 -1.744
H: -4.515 -3.106 -3.104
H: -2.783 -2.864 -3.446
H: -3.973 -2.739 -4.752
H: -1.524 0.842 -1.800
H: -2.915 1.519 -2.414
H: -2.330 0.150 -3.113

=====

C20H36CrN4OS5 | ωB97M-V with the def2-TZVPD basis set

Computed properties:
**2S+1**: 5
**Energy above the lowest of the compared OMol25 structures with the same formula, charge and spin**: 0.0 kJ/mol
**Molar mass**: 560.87 g/mol
**Orbital gap (alpha / beta)**: 8.12 / 8.71 eV
**E_tot**: -4112.9767 a.u.
**F_max**: 0.026 hartree/bohr
**Charge**: +2

Cartesian coordinates (Å):
Cr: 0.417 -0.751 -0.984
C: 0.093 -2.055 -4.133
C: -0.604 -0.747 -4.454
S: -1.259 0.170 -3.009
C: -2.892 -0.603 -2.726
C: -2.894 -2.029 -2.205
S: -1.919 -2.197 -0.655
C: -1.358 -3.944 -0.812
C: -0.269 -4.275 0.193
S: 1.172 -3.142 0.225
C: 2.267 -3.793 -1.087
C: 1.783 -3.589 -2.507
S: 1.394 -1.823 -2.849
H: 0.593 -2.430 -5.027
H: -0.608 -2.808 -3.777
H: -1.438 -0.917 -5.134
H: 0.093 -0.050 -4.920
H: -3.435 -0.551 -3.670
H: -3.371 0.062 -2.008
H: -2.505 -2.729 -2.943
H: -3.922 -2.311 -1.968
H: -1.024 -4.103 -1.838
H: -2.225 -4.580 -0.620
H: 0.109 -5.282 0.015
H: -0.665 -4.226 1.207
H: 2.419 -4.855 -0.891
H: 3.207 -3.264 -0.920
H: 0.897 -4.185 -2.720
H: 2.573 -3.872 -3.204
N: 1.768 2.492 -2.375
C: 1.983 2.138 -1.091
S: 2.482 0.535 -0.800
N: 1.821 3.070 -0.152
C: 1.982 3.003 1.248
C: 1.306 3.959 2.005
C: 1.467 3.995 3.377
C: 2.302 3.081 4.003
C: 2.975 2.135 3.250
C: 2.825 2.094 1.873
H: 2.067 1.836 -3.080
H: 1.711 3.460 -2.657
H: 1.523 3.987 -0.474
H: 0.671 4.684 1.518
H: 0.958 4.748 3.958
H: 2.443 3.121 5.072
H: 3.648 1.438 3.726
H: 3.389 1.386 1.293
C: -0.561 1.003 3.946
N: -0.713 0.276 2.698
C: -0.236 -1.093 2.745
C: -0.884 0.834 1.479
O: -0.428 0.255 0.457
N: -1.581 1.983 1.329
C: -1.652 2.612 0.026
C: -2.547 2.479 2.290
H: 0.373 0.691 4.417
H: -1.379 0.781 4.634
H: -0.506 2.071 3.770
H: -0.535 -1.530 3.695
H: 0.853 -1.150 2.653
H: -0.692 -1.660 1.935
H: -0.890 2.204 -0.638
H: -1.506 3.686 0.141
H: -2.633 2.447 -0.431
H: -2.840 1.689 2.974
H: -3.437 2.810 1.753
H: -2.155 3.329 2.853

=====

C20H36N7O6S | ωB97M-V with the def2-TZVPD basis set

Computed properties:
**Molar mass**: 502.62 g/mol
**Orbital gap**: 9.12 eV
**E_tot**: -2015.9879 a.u.
**F_max**: 0.092 hartree/bohr
**Charge**: -1

Cartesian coordinates (Å):
N: -39.789 -26.063 -18.372
O: -39.856 -26.669 -19.413
O: -40.532 -26.392 -17.475
O: -39.007 -25.111 -18.316
C: -38.853 -27.860 -16.172
C: -37.529 -28.424 -15.994
N: -36.428 -28.851 -15.854
H: -39.166 -27.094 -15.462
H: -39.503 -28.733 -16.217
H: -38.923 -27.471 -17.188
C: -39.890 -24.121 -20.435
C: -41.142 -23.400 -20.183
N: -42.172 -22.876 -19.908
H: -39.203 -24.161 -19.591
H: -39.370 -23.674 -21.282
H: -40.051 -25.158 -20.729
C: -41.058 -28.647 -19.363
C: -40.241 -29.523 -18.438
N: -39.637 -30.242 -17.783
H: -40.366 -28.211 -20.084
H: -41.464 -27.925 -18.654
H: -41.908 -29.174 -19.795
C: -39.226 -26.711 -21.551
C: -38.566 -26.447 -22.898
N: -38.128 -26.304 -23.944
H: -38.777 -26.080 -20.784
H: -39.132 -27.754 -21.248
H: -40.256 -26.354 -21.546
C: -37.031 -24.564 -19.653
C: -36.323 -23.332 -19.945
N: -35.742 -22.329 -20.155
H: -37.920 -24.566 -20.284
H: -37.333 -24.701 -18.615
H: -36.441 -25.432 -19.948
C: -42.467 -27.465 -16.236
C: -41.702 -28.391 -15.407
N: -41.089 -29.132 -14.761
H: -42.614 -27.916 -17.218
H: -41.984 -26.500 -16.385
H: -43.456 -27.360 -15.789
C: -34.420 -24.393 -15.787
S: -35.731 -23.538 -16.727
O: -35.235 -23.398 -18.161
C: -37.078 -24.767 -16.543
H: -34.040 -25.251 -16.341
H: -34.853 -24.737 -14.848
H: -33.555 -23.752 -15.618
H: -36.795 -25.734 -16.958
H: -37.955 -24.512 -17.139
H: -37.428 -25.064 -15.555
C: -42.394 -26.442 -20.377
C: -43.056 -26.519 -19.011
O: -43.749 -27.470 -18.714
C: -42.963 -25.240 -18.064
H: -41.311 -26.324 -20.341
H: -42.806 -25.579 -20.901
H: -42.698 -27.210 -21.089
H: -43.371 -25.495 -17.086
H: -43.395 -24.321 -18.460
H: -41.917 -24.979 -17.900
C: -38.265 -28.693 -19.605
C: -36.925 -28.194 -19.323
O: -35.970 -28.838 -19.755
C: -36.673 -26.783 -18.773
H: -38.832 -27.970 -20.190
H: -38.764 -28.936 -18.666
H: -38.168 -29.630 -20.154
H: -35.626 -26.481 -18.743
H: -37.186 -26.669 -17.818
H: -37.253 -26.164 -19.457

=====

C20H37AsF6KN9O16S | ωB97M-V with the def2-TZVPD basis set

Computed properties:
**Molar mass**: 919.64 g/mol
**Orbital gap**: 6.67 eV
**E_tot**: -6313.4773 a.u.
**F_max**: 0.096 hartree/bohr

Cartesian coordinates (Å):
K: 0.841 1.482 4.688
As: -0.820 0.328 0.861
F: 0.095 0.730 2.411
F: -0.072 1.839 0.120
F: -1.836 0.019 -0.579
F: -1.593 -1.062 1.634
F: -2.172 1.316 1.526
F: 0.521 -0.588 0.208
C: -1.832 -3.868 2.032
N: -1.735 -4.029 0.597
O: -0.697 -3.650 -0.012
O: -2.740 -4.556 0.014
H: -1.785 -4.928 2.281
H: -2.788 -3.381 2.227
H: -0.969 -3.296 2.371
C: 2.916 2.626 0.966
N: 3.120 3.185 2.304
O: 3.543 4.298 2.436
O: 2.922 2.425 3.202
H: 2.171 3.282 0.517
H: 2.543 1.602 0.943
H: 3.810 2.661 0.343
C: -3.152 3.581 -0.113
N: -4.469 3.355 -0.757
O: -4.382 2.623 -1.729
O: -5.440 3.770 -0.217
H: -2.358 3.065 -0.653
H: -3.028 3.141 0.877
H: -2.906 4.641 -0.174
C: -4.766 -1.307 -1.091
N: -4.833 -2.459 -1.976
O: -3.764 -3.047 -2.180
O: -5.938 -2.778 -2.349
H: -3.811 -1.273 -0.566
H: -5.398 -1.574 -0.244
H: -4.895 -0.372 -1.636
C: -5.266 0.799 2.393
N: -6.732 1.143 2.155
O: -7.562 0.887 3.058
O: -6.985 1.672 1.070
H: -4.975 1.778 2.773
H: -4.975 0.595 1.363
H: -5.206 -0.047 3.078
C: -0.560 -0.430 -3.736
N: -1.671 -1.263 -4.215
O: -1.435 -2.174 -4.977
O: -2.734 -0.897 -3.778
H: 0.370 -0.893 -4.067
H: -0.779 -0.410 -2.669
H: -0.587 0.587 -4.127
C: 3.053 -1.416 -2.603
C: 4.165 -1.352 -1.606
O: 5.009 -0.277 -1.967
S: 4.502 0.534 -3.329
O: 5.423 0.181 -4.406
O: 4.153 1.938 -3.061
O: 3.134 -0.367 -3.500
H: 2.148 -1.209 -2.032
H: 3.146 -2.335 -3.182
H: 4.695 -2.294 -1.466
H: 3.824 -0.968 -0.644
N: 3.023 -1.365 5.194
C: 2.120 -1.995 6.010
C: 0.930 -2.242 5.302
C: 1.146 -1.719 3.950
C: 2.462 -1.132 3.942
H: 3.970 -1.115 5.438
H: 2.347 -2.281 7.026
H: 0.045 -2.738 5.674
H: 0.528 -1.767 3.065
H: 3.153 -0.688 3.240
N: 3.497 -2.959 1.330
C: 4.593 -3.617 0.754
C: 4.158 -4.486 -0.238
C: 2.806 -4.239 -0.338
C: 2.397 -3.388 0.680
H: 3.488 -2.446 2.200
H: 5.575 -3.596 1.204
H: 4.715 -5.275 -0.722
H: 2.167 -4.858 -0.950
H: 1.453 -3.037 1.070
N: 1.167 6.297 -3.737
C: 1.479 5.820 -2.489
C: 0.649 4.681 -2.271
C: -0.059 4.425 -3.449
C: 0.257 5.451 -4.310
H: 1.550 7.127 -4.166
H: 2.174 6.392 -1.892
H: 0.586 3.969 -1.462
H: -0.686 3.553 -3.568
H: -0.145 5.649 -5.292